[1]
17
Properties=species:S:1:pos:R:3:forces:R:3:mulliken_charge:R:1 method="wB97M-V/def2-TZVPD" e_above_lowest_kcal_mol=107.8 largest_force_ev_per_a=0.23 orbital_gap_ev=8.74 e_tot_ev=-7416.362
C 1.450548 -0.761238 -0.097618 -0.01 -0.01 0.00 -0.78
C 1.091187 0.702061 0.128638 0.09 0.06 -0.14 -0.30
C 0.022476 1.005309 -0.897251 0.03 0.05 0.06 -0.84
C -0.937664 -0.162248 -0.633369 -0.07 0.00 -0.18 -0.20
C -1.586245 0.129637 0.727963 -0.09 0.13 0.06 -0.59
C -0.307779 -0.336625 1.411833 -0.05 -0.02 -0.04 -0.47
C 0.004884 -1.163100 0.127421 0.07 -0.21 -0.01 -0.34
H 1.895926 -0.981405 -1.076034 -0.06 0.04 0.12 0.32
H 2.088999 -1.158164 0.699557 -0.09 0.06 -0.12 0.33
H 1.857975 1.454315 0.333254 -0.14 -0.10 0.02 0.46
H 0.452211 0.956771 -1.906249 -0.04 -0.02 0.13 0.32
H -0.446711 1.988098 -0.775010 0.05 -0.15 0.00 0.36
H -1.546979 -0.477444 -1.488333 0.09 0.03 0.13 0.46
H -2.011943 1.116415 0.943683 0.09 -0.13 -0.03 0.34
H -2.333208 -0.640324 0.965366 0.10 0.08 -0.02 0.29
H 0.598776 0.542041 1.388346 -0.01 0.04 0.02 0.17
H -0.292449 -2.214095 0.147796 0.05 0.16 0.00 0.47

---

[2]
7
Properties=species:S:1:pos:R:3:forces:R:3:mulliken_charge:R:1 method="wB97M-V/def2-TZVPD" e_above_lowest_kcal_mol=75.2 largest_force_ev_per_a=3.60 orbital_gap_ev=8.35 e_tot_ev=-22909.417
C -1.215459 -0.439341 0.053288 1.63 3.05 1.01 -0.42
P 0.304451 0.435779 -0.218981 2.91 -0.43 -1.11 0.01
Cl -0.873783 -1.167432 1.622175 -0.09 -0.32 0.61 -0.19
H -1.419008 -1.148719 -0.660829 -0.42 -1.47 -1.75 0.25
H 0.857175 1.099195 -1.511533 -1.52 -1.23 1.54 0.13
H 0.756862 1.506441 0.578242 -1.17 0.03 0.28 0.13
H 1.589760 -0.285923 0.137638 -1.35 0.38 -0.57 0.10

---

[3]
19
Properties=species:S:1:pos:R:3:forces:R:3:mulliken_charge:R:1 method="wB97M-V/def2-TZVPD" e_above_lowest_kcal_mol=15.9 total_charge=-1 largest_force_ev_per_a=1.16 orbital_gap_ev=6.47 e_tot_ev=-9927.536
C -1.269948 0.066397 -1.488691 -0.16 -0.04 0.52 -0.51
O -0.906318 -0.431735 -2.665065 0.10 -0.10 -0.27 -0.88
C -0.111285 0.063433 -0.439723 -0.26 0.26 -0.15 0.25
C -0.588808 0.345279 0.970182 -0.65 0.12 0.29 -0.69
C -0.990891 1.808979 1.266237 1.05 -0.29 -0.38 -1.11
N 0.600212 -1.208452 -0.508902 0.51 -0.12 0.29 -0.49
H -1.642234 1.120391 -1.496881 -0.08 0.27 -0.13 0.19
H -2.123490 -0.488522 -0.969345 0.16 -0.08 -0.09 0.13
H 0.571631 0.875032 -0.744455 0.10 -0.22 0.03 0.12
H -1.475828 -0.269482 1.155282 -0.05 -0.19 -0.08 0.34
H 0.127175 0.003531 1.714058 0.42 0.03 0.01 0.30
H -2.062569 1.947507 1.239843 -0.20 0.16 0.21 0.27
H -0.547288 2.471776 0.522197 -0.11 0.02 -0.21 0.32
H -0.531253 2.125764 2.203981 -0.48 0.07 0.25 0.34
H 0.114230 -1.905433 0.052468 -0.12 0.12 -0.11 0.22
H 0.493603 -1.503237 -1.483606 -0.12 0.08 -0.10 0.25
H 3.425704 -1.124403 -0.308767 -0.10 -0.27 -0.26 0.32
H 3.153513 -1.972266 0.863815 -0.03 -0.23 -0.15 0.31
O 3.763836 -1.924557 0.117363 0.04 0.42 0.33 -0.68